[1]
Here is a cluster of 3 separate species, C23H44ClF4N4O5P in total at a distorted geometry from OMol25. Energies are from the ωB97M-V functional and the def2-TZVPD basis.

Values from the calculation:
- multiplicity = 1
- E_HOMO (eV) = -8.27
- structure (SMILES) = CC(C)CC[C@@](C#N)([C@@H](C#N)C(F)(F)C(F)F)P(O)Cl.COCCNCCOC.COCCNCCOC
- electronic energy (eV) = -73441.3684
- Kohn-Sham gap (eV) = 8.685

Each line ends with the Mulliken charge.
CARTESIAN COORDINATES (ANGSTROEM)
1 C 2.6137 5.1551 0.1348  -1.543
2 C 2.6143 3.7894 -0.5911  0.810
3 C 4.0137 3.5719 -1.1834  -1.408
4 C 2.1666 2.7125 0.4249  -0.092
5 C 2.9051 1.3649 0.3501  -1.634
6 C 2.6781 0.4468 1.6145  1.509
7 C 2.6943 -0.9483 1.1109  -0.414
8 N 2.7197 -2.0350 0.7366  -0.588
9 C 3.8333 0.5186 2.6526  -0.181
10 C 5.0850 0.0113 2.0549  -0.113
11 N 5.9596 -0.4504 1.4710  -0.522
12 C 4.1537 1.8760 3.3098  0.633
13 F 4.3717 2.8530 2.4032  -0.239
14 F 5.3308 1.6962 3.9843  -0.326
15 C 3.1855 2.4194 4.3870  -0.120
16 F 2.5693 1.4014 5.0245  -0.240
17 F 2.2628 3.2468 3.8495  -0.212
18 P 0.9699 0.6994 2.3914  0.076
19 O 0.0020 0.2706 1.1450  -0.008
20 Cl 0.8717 -1.0145 3.5445  -0.233
21 H 1.6466 5.3403 0.6044  0.358
22 H 2.9140 5.9675 -0.5237  0.461
23 H 3.3486 5.0931 0.9439  0.303
24 H 1.9058 3.8787 -1.4187  -0.006
25 H 4.7101 3.3201 -0.3776  0.225
26 H 4.4048 4.4731 -1.6492  0.444
27 H 4.0198 2.7266 -1.8730  0.339
28 H 2.2204 3.1317 1.4287  0.283
29 H 1.1104 2.5183 0.2334  -0.134
30 H 3.9808 1.4802 0.2667  0.704
31 H 2.5054 0.8057 -0.4933  0.601
32 H 3.5899 -0.1673 3.4702  0.830
33 H 3.7713 2.9874 5.1145  0.322
34 H -0.5482 1.0479 0.9609  0.225
35 C -6.3177 3.0656 -2.3814  -0.673
36 O -5.5597 2.3248 -3.3169  -0.332
37 C -4.6669 3.0918 -4.1130  -0.836
38 C -3.2205 2.9002 -3.7012  -0.141
39 N -2.9365 3.5081 -2.4064  -0.268
40 C -1.6653 3.1275 -1.7977  -1.074
41 C -1.3508 1.6508 -1.5639  0.218
42 O -2.0969 1.0246 -0.5306  -0.534
43 C -3.4167 0.6461 -0.8878  -0.688
44 H -7.1325 2.4268 -2.0443  0.234
45 H -5.7295 3.3549 -1.5035  0.275
46 H -6.7438 3.9645 -2.8351  0.329
47 H -4.9445 4.1502 -4.1024  0.414
48 H -4.7739 2.7314 -5.1393  0.402
49 H -2.5779 3.3642 -4.4557  0.342
50 H -3.0213 1.8214 -3.7114  0.165
51 H -3.6845 3.2905 -1.7631  0.180
52 H -1.6165 3.6297 -0.8269  0.350
53 H -0.8590 3.5487 -2.4085  0.394
54 H -0.3080 1.6007 -1.2384  -0.072
55 H -1.4049 1.0544 -2.4811  0.382
56 H -3.4658 0.2850 -1.9166  0.358
57 H -4.1195 1.4697 -0.7454  0.160
58 H -3.7157 -0.1629 -0.2222  0.385
59 C -0.2720 -2.5670 0.0237  -0.402
60 O -0.7360 -3.5514 -0.8851  -0.381
61 C 0.2612 -4.4425 -1.3646  -0.735
62 C 0.1373 -5.8221 -0.7469  -0.228
63 N 0.5096 -5.8252 0.6615  -0.221
64 C 0.1362 -7.0225 1.4111  -0.732
65 C -1.3251 -7.4663 1.4452  -0.452
66 O -2.1877 -6.6472 2.2113  -0.433
67 C -2.5932 -5.4424 1.5903  -0.442
68 H -1.0447 -1.8068 0.1060  0.039
69 H -0.0946 -2.9795 1.0234  0.224
70 H 0.6447 -2.0972 -0.3331  0.275
71 H 1.2634 -4.0294 -1.2136  0.339
72 H 0.0999 -4.5424 -2.4421  0.401
73 H 0.7986 -6.5091 -1.2849  0.384
74 H -0.8954 -6.1563 -0.9112  0.146
75 H 0.1098 -5.0173 1.1174  0.008
76 H 0.4491 -6.8587 2.4452  0.376
77 H 0.7340 -7.8583 1.0311  0.390
78 H -1.3463 -8.4414 1.9384  0.346
79 H -1.7400 -7.6219 0.4416  0.344
80 H -2.7628 -5.5743 0.5187  0.256
81 H -1.8667 -4.6425 1.7536  0.097
82 H -3.5312 -5.1354 2.0535  0.320

***

[2]
Here is a structure of composition C23H44NOP3Ru at a distorted geometry from OMol25. Energies are from the ωB97M-V functional and the def2-TZVPD basis.

Values from the calculation:
- multiplicity = 5
- charge = +4
- E_HOMO (alpha / beta) (eV) = -20.08 / -20.19
- electronic energy (eV) = -58508.4502
- energy relative to the best compared isomer or geometry (same formula, charge and spin) (kJ/mol) = 0.0
- expectation value of S² = 6.05
- Kohn-Sham gap (alpha / beta) (eV) = 8.972 / 4.592

Each line ends with the Mulliken charge.
CARTESIAN COORDINATES (ANGSTROEM)
1 Ru 0.0000 0.0000 0.0000  0.408
2 P -0.2842 0.6882 2.1145  1.356
3 P -1.9818 -1.1991 -0.1666  1.432
4 P 1.6225 1.5837 -0.5326  1.229
5 H -2.9744 1.0044 -9.2511  0.344
6 C -1.9134 1.1050 -9.4655  -0.193
7 C -1.1634 0.0568 -9.7964  -0.121
8 H -1.5793 -0.9450 -9.8665  0.317
9 C -1.3009 2.2163 2.3159  -1.403
10 C -1.1210 -0.3861 3.3697  -1.273
11 C 1.1771 1.1364 3.1635  -1.207
12 C -2.2302 -2.0138 -1.7949  -1.533
13 C -2.4653 -2.6189 0.9213  -1.317
14 C -3.5146 -0.1789 -0.0754  -1.492
15 C 2.2674 1.5027 -2.2560  -1.487
16 C 3.2080 1.8074 0.3943  -1.481
17 C 1.0105 3.3176 -0.5042  -1.408
18 H -1.4976 2.1068 -9.3953  0.334
19 H -0.1024 0.1576 -10.0108  0.323
20 H -1.4691 2.4649 3.3700  0.503
21 H -2.2592 2.0630 1.8125  0.293
22 H -0.7980 3.0540 1.8251  0.302
23 H -1.1109 0.0904 4.3563  0.539
24 H -0.5950 -1.3427 3.4358  0.404
25 H -2.1573 -0.5793 3.0828  0.369
26 H 1.0474 2.1269 3.6141  0.440
27 H 2.0928 1.1315 2.5713  0.202
28 H 1.2854 0.4003 3.9649  0.443
29 H -3.0752 -2.7092 -1.7379  0.557
30 H -1.3223 -2.5498 -2.0788  0.438
31 H -2.4238 -1.2583 -2.5594  0.337
32 H -3.5427 -2.5917 1.1196  0.455
33 H -1.9284 -2.6009 1.8709  0.319
34 H -2.2339 -3.5558 0.4068  0.511
35 H -4.3970 -0.7501 -0.3848  0.511
36 H -3.3831 0.6822 -0.7353  0.328
37 H -3.6661 0.1948 0.9405  0.380
38 H 3.1777 2.1061 -2.3446  0.610
39 H 1.5071 1.8811 -2.9418  0.326
40 H 2.4867 0.4699 -2.5347  0.371
41 H 3.9592 2.2697 -0.2552  0.539
42 H 3.5868 0.8436 0.7439  0.472
43 H 3.0516 2.4571 1.2598  0.483
44 H 1.6739 3.9837 -1.0678  0.490
45 H 0.9352 3.6614 0.5306  0.376
46 H 0.0107 3.3327 -0.9453  0.349
47 C -0.1217 0.0237 -3.1550  -0.546
48 C -1.1305 1.0159 -3.1998  0.367
49 C -1.5462 1.5672 -4.4111  -1.062
50 C -0.9813 1.1624 -5.6218  -0.210
51 C 0.0165 0.1819 -5.5961  -0.467
52 C 0.4403 -0.3777 -4.3956  0.096
53 O 0.3198 -0.5595 -2.0525  -0.518
54 H -1.0124 1.2321 -0.3912  0.098
55 H -1.5621 1.3412 -2.2574  0.349
56 H -2.3255 2.3272 -4.4044  0.477
57 H -1.3083 1.5982 -6.5613  0.368
58 H 0.4726 -0.1503 -6.5265  0.440
59 H 1.2125 -1.1433 -4.3819  0.549
60 C 4.3521 -4.3917 1.8827  -1.354
61 C 3.3086 -3.4278 1.4025  0.965
62 C 2.0174 -3.4440 1.9309  -1.316
63 C 1.0826 -2.5034 1.4942  -0.432
64 N 1.3984 -1.5598 0.5658  0.521
65 C 2.6476 -1.5669 0.0116  -0.821
66 C 3.6186 -2.4858 0.4193  -1.044
67 H 5.2046 -3.8257 2.3147  0.369
68 H 3.9513 -5.0658 2.6702  0.366
69 H 4.7159 -5.0096 1.0364  0.377
70 H 1.7357 -4.1654 2.6888  0.438
71 H 0.1204 -2.5358 1.9187  0.452
72 H 2.9178 -0.8465 -0.7350  0.839
73 H 4.6095 -2.4522 -0.0166  0.521

***

[3]
Here is a structure of composition C23H44NOP3Tc at a distorted geometry from OMol25. Energies are from the ωB97M-V functional and the def2-TZVPD basis.

Values from the calculation:
- multiplicity = 4
- charge = +4
- E_HOMO (alpha / beta) (eV) = -20.25 / -20.24
- electronic energy (eV) = -58123.8671
- energy relative to the best compared isomer or geometry (same formula, charge and spin) (kJ/mol) = 0.0
- expectation value of S² = 4.10
- Kohn-Sham gap (alpha / beta) (eV) = 6.513 / 4.340

Each line ends with the Mulliken charge.
CARTESIAN COORDINATES (ANGSTROEM)
1 Tc -0.4484 0.2397 0.5726  -0.071
2 P -0.0849 -0.8178 2.6564  1.047
3 P -2.1862 1.5149 1.3003  1.735
4 P 1.0111 1.9303 1.2524  1.470
5 H 4.2251 -1.5745 -5.9688  0.324
6 C 4.9252 -1.2869 -5.1779  -0.258
7 C 5.1488 -2.0433 -4.0976  -0.077
8 H 4.6564 -3.0091 -3.9488  0.340
9 C -0.4929 -2.5946 2.5060  -1.367
10 C -0.9496 -0.3210 4.1981  -1.269
11 C 1.6771 -0.9791 3.1672  -1.302
12 C -2.5680 2.7286 -0.0308  -1.532
13 C -3.8288 0.7260 1.4746  -1.426
14 C -2.2127 2.5950 2.7821  -1.176
15 C 2.7509 1.5185 0.8553  -1.401
16 C 1.2471 2.5127 2.9994  -1.563
17 C 0.8585 3.5767 0.4455  -1.477
18 H 5.5069 -0.3752 -5.3529  0.316
19 H 5.8976 -1.7393 -3.3616  0.344
20 H -0.1939 -2.9503 1.5111  0.384
21 H -1.5671 -2.7702 2.6390  0.421
22 H 0.0661 -3.1493 3.2703  0.572
23 H -2.0303 -0.2896 4.0267  0.347
24 H -0.6266 0.6673 4.5342  0.358
25 H -0.7451 -1.0444 4.9973  0.529
26 H 2.2923 -1.1807 2.2833  0.336
27 H 1.7566 -1.8328 3.8500  0.551
28 H 2.0550 -0.0820 3.6684  0.312
29 H -3.4329 3.3351 0.2588  0.521
30 H -2.8063 2.1974 -0.9559  0.310
31 H -1.7204 3.3878 -0.2318  0.288
32 H -4.5668 1.4831 1.7588  0.520
33 H -3.8058 -0.0536 2.2412  0.381
34 H -4.1418 0.2731 0.5324  0.453
35 H -2.4892 3.6169 2.5025  0.417
36 H -1.2446 2.6324 3.2815  0.132
37 H -2.9438 2.2293 3.5106  0.481
38 H 3.4045 2.2676 1.3238  0.664
39 H 2.8990 1.5249 -0.2303  0.133
40 H 3.0133 0.5236 1.2317  0.247
41 H 2.3079 2.7497 3.1518  0.461
42 H 0.9628 1.7599 3.7409  0.330
43 H 0.6658 3.4239 3.1773  0.549
44 H 1.8526 4.0347 0.3595  0.522
45 H 0.2105 4.2421 1.0320  0.419
46 H 0.4400 3.4650 -0.5595  0.414
47 C 1.5405 -0.7134 -1.5940  0.662
48 C 1.3580 0.3646 -2.5109  -0.253
49 C 2.4800 1.0264 -2.9958  -0.589
50 C 3.7451 0.5928 -2.6033  -0.821
51 C 3.9118 -0.6247 -1.9244  -0.846
52 C 2.8028 -1.3758 -1.5625  -0.399
53 O 0.6548 -1.0244 -0.6751  -0.618
54 H -0.0508 1.2905 -0.6373  0.065
55 H 0.3505 0.7325 -2.7087  0.360
56 H 2.3951 1.8940 -3.6628  0.560
57 H 4.6149 1.1760 -2.9187  0.585
58 H 4.9282 -0.9859 -1.7512  0.922
59 H 2.8491 -2.3629 -1.1006  0.584
60 C -4.4996 -3.5924 -2.9703  -1.437
61 C -3.5906 -2.6850 -2.1842  0.864
62 C -2.7843 -1.7188 -2.7924  -1.044
63 C -2.0146 -0.8617 -2.0075  -0.212
64 N -1.9666 -0.9471 -0.6654  0.775
65 C -2.7227 -1.8949 -0.0781  -0.632
66 C -3.5574 -2.7490 -0.7904  -1.116
67 H -5.5458 -3.2587 -2.8928  0.330
68 H -4.2285 -3.6106 -4.0312  0.384
69 H -4.4527 -4.6161 -2.5740  0.407
70 H -2.7356 -1.5968 -3.8715  0.450
71 H -1.3973 -0.0886 -2.4656  0.274
72 H -2.6645 -1.9791 1.0127  0.531
73 H -4.1643 -3.4536 -0.2209  0.506

***

Which of these has the highest multiplicity? C23H44NOP3Ru

***

The lowest electronic energy belongs to which entry? C23H44ClF4N4O5P